Density functional theory data (ωB97M-V/def2-TZVPD) for a molecular structure, C17H17BBeN8O6 at a distorted geometry.

Calculated values
Kohn-Sham gap (alpha / beta), eV: 3.3 / 4.3
Total charge: +2
Highest occupied orbital energy (alpha / beta), hartree: -0.55283 / -0.55287
Total energy, eV: -43164.8937
Lowest unoccupied orbital energy (alpha / beta), eV: -11.76 / -10.78

```
50
Properties=species:S:1:pos:R:3:forces:R:3
C 2.716208 -0.405693 0.126270 -1.2 0.1 -0.6
N 1.495919 -0.445608 -0.460624 3.3 0.6 1.4
N 1.654923 -0.086841 -1.775494 1.7 0.5 -1.3
C 2.963535 0.025129 -2.036916 -3.1 0.3 -1.8
C 3.669412 -0.117890 -0.849815 1.3 -0.5 2.0
B 0.460600 0.190857 -2.752695 -0.9 -0.9 -0.5
N -0.483646 -1.000770 -2.409952 0.5 -0.4 0.4
N -0.669740 -1.430624 -1.101267 -1.1 0.2 0.1
C -1.490011 -2.505832 -1.152614 0.5 1.0 -0.5
C -1.764859 -2.813415 -2.478842 0.0 -0.3 -0.1
C -1.069762 -1.882407 -3.243275 -0.3 0.1 0.8
Be 0.092773 -0.732365 0.419328 0.7 3.5 -1.7
N -0.253405 1.568946 -2.442885 0.0 1.9 -1.5
N -0.665062 1.635177 -1.132751 -0.5 1.4 1.4
C -1.107705 2.853050 -0.905735 0.2 -1.1 0.1
C -1.079897 3.616619 -2.108125 -0.5 0.6 1.2
C -0.516068 2.755766 -3.064994 1.4 -3.5 -0.4
H -1.411415 3.139006 0.082670 -0.1 0.1 0.2
H -0.294087 2.916892 -4.110750 0.0 0.0 0.0
H -1.417639 4.635617 -2.218552 0.0 0.0 -0.2
H 0.798677 0.175759 -3.900667 0.2 0.0 0.2
H -0.933688 -1.815225 -4.304879 -0.2 0.2 -0.2
H 3.261255 0.188432 -3.062517 0.3 0.2 0.1
H -2.390925 -3.623845 -2.812638 0.1 0.0 -0.2
H 4.734122 -0.026985 -0.704573 0.0 0.0 -0.1
H -1.866620 -2.942324 -0.235837 0.2 -0.2 -0.3
H 2.800591 -0.490463 1.197756 0.1 -0.3 -0.1
H -2.180763 -0.232448 1.192865 0.9 -0.7 -0.3
C -1.661980 -1.130035 1.604962 -1.1 -0.5 0.3
H -2.415327 -1.953030 1.655316 0.9 0.4 -0.5
H -0.715823 -1.517110 1.033594 -3.5 -1.7 2.6
H -1.427058 -0.906511 2.639976 0.5 -0.1 -0.1
O -0.526950 2.243678 2.143657 0.6 -1.4 -0.3
C 0.035584 1.189359 2.418674 -0.6 1.2 1.2
O 0.537765 0.332213 1.556360 -0.3 -0.6 -0.8
C 0.180177 0.782616 3.883271 0.1 -0.4 0.6
C 0.760773 -0.436088 4.261786 0.0 -0.1 0.4
C 0.768487 -0.846385 5.609892 -0.8 1.7 -0.8
C 0.223462 -0.028236 6.601334 0.0 0.1 -0.1
C -0.353526 1.192075 6.234495 0.8 -1.0 -1.9
C -0.375715 1.593142 4.883977 -0.1 0.0 0.5
N -0.959701 2.018593 7.245573 -1.4 1.9 2.8
O -0.914398 1.618708 8.430153 0.1 0.6 -2.6
O -1.502385 3.090706 6.906116 1.2 -2.2 0.2
N 1.280924 -2.148509 5.953036 1.3 -2.9 1.3
O 1.699683 -2.878224 5.027909 -0.8 1.5 1.3
O 1.285626 -2.498639 7.151947 -0.2 1.1 -2.6
H 1.205383 -1.085864 3.517685 -0.1 0.0 0.2
H 0.233687 -0.332474 7.640134 0.0 0.0 -0.1
H -0.834711 2.531497 4.605462 0.0 0.0 0.1
```
Positions in Å, forces in eV/Å.

Atom charges from the Mulliken analysis, given in e for atoms 1 to 6: 0.112, 0.634, 0.044, 0.172, -1.062, 0.355